# C32H75N3O8

A 7-piece molecular cluster, C32H75N3O8 overall (ωB97M-V/def2-TZVPD, the Open Molecules 2025 dataset).

Output
charge = 0
SMILES = CC1(C)CCCC(C)(C)N1O.CC1(C)CCCC(C)(C)N1O.CC1(C)CCCC(C)(C)N1O.OCCO.CO.CO.CO
energy = -2030.2108 hartree
maximum force = 2.70 eV Å⁻¹
LUMO level = 0.56 eV
Kohn-Sham gap = 0.3300 Eh

Each line ends with the Mulliken charge.
Element x y z (Å)
C: -4.05601 2.06128 -0.27154  -1.661
C: -3.13451 0.99438 0.32685  1.959
C: -2.49518 0.08912 -0.73773  -1.133
C: -2.05837 1.68845 1.19515  -1.195
C: -1.34341 0.76967 2.05431  2.087
C: -2.36948 0.13971 3.02975  -2.052
C: -3.37369 -0.72125 2.29312  1.994
C: -2.61166 -1.97357 1.78909  -1.163
C: -4.42793 -1.28717 3.18449  -2.097
N: -3.99291 0.17033 1.26551  0.000
O: -4.85903 -0.62295 0.49273  -0.497
H: -3.36450 2.71387 -0.85700  0.089
H: -4.74319 1.74218 -1.08149  0.356
H: -4.56689 2.68182 0.45092  0.475
H: -3.26795 -0.52023 -1.16277  0.607
H: -1.99820 0.75715 -1.47083  0.096
H: -1.76806 -0.58929 -0.31845  -0.213
H: -1.43158 2.21678 0.52375  -0.156
H: -2.60063 2.34651 1.86883  0.514
H: -0.84361 -0.02072 1.55123  -1.506
H: -0.57348 1.26437 2.67863  0.678
H: -2.78464 0.93725 3.67699  0.343
H: -1.75649 -0.54286 3.64888  0.283
H: -2.12335 -2.47410 2.64188  0.481
H: -1.78431 -1.75369 1.10114  -0.439
H: -3.23436 -2.65989 1.17240  0.390
H: -5.10325 -1.89925 2.57872  0.397
H: -5.05995 -0.49382 3.58312  0.477
H: -4.03597 -1.89461 4.00885  0.350
H: -5.71115 -0.18474 0.50170  0.365
C: -0.17125 6.52403 -2.58431  -1.813
C: -0.75343 5.25604 -1.90914  1.145
C: -1.87862 5.72913 -0.95324  -1.796
C: -1.37718 4.36184 -2.99079  -0.658
C: -0.19906 3.70101 -3.76860  -1.088
C: 0.47757 2.75514 -2.80921  0.380
C: 1.17474 3.56785 -1.69405  0.960
C: 1.61149 2.54732 -0.60925  -1.375
C: 2.46632 4.29866 -2.30251  -1.636
N: 0.19314 4.45773 -1.12348  1.397
O: 0.74953 5.17722 -0.03113  -0.592
H: 0.35526 7.07315 -1.83035  0.407
H: 0.58095 6.29142 -3.33184  0.297
H: -0.96191 7.16436 -3.03746  0.428
H: -2.74476 6.13814 -1.49819  0.378
H: -2.21397 4.87801 -0.35852  0.229
H: -1.56559 6.49937 -0.28898  0.432
H: -2.03446 3.58595 -2.61349  -0.129
H: -1.95715 5.02951 -3.65131  0.561
H: -0.57378 3.19256 -4.66267  0.429
H: 0.45641 4.51677 -4.07945  0.400
H: 1.21960 2.13698 -3.35105  0.516
H: -0.25702 2.07313 -2.30021  -0.903
H: 2.13361 3.07730 0.24375  0.551
H: 2.41636 1.96553 -1.08575  0.289
H: 0.77057 1.94369 -0.29838  -0.200
H: 2.15378 5.20932 -2.84376  0.303
H: 2.85627 3.66161 -3.06813  0.416
H: 3.21541 4.63327 -1.60952  0.401
H: 0.27090 4.72279 0.69316  0.363
C: 2.46440 0.23230 2.23686  -1.416
C: 2.74139 -1.03814 3.06816  1.271
C: 4.30253 -1.25040 3.23753  -1.688
C: 2.08700 -0.91416 4.47867  -0.810
C: 1.88914 -2.25234 5.16241  -0.680
C: 1.13925 -3.16613 4.26759  -0.968
C: 1.86382 -3.46976 2.95452  1.580
C: 3.12517 -4.33533 3.20071  -1.566
C: 0.91716 -4.30420 2.09727  -1.790
N: 2.08989 -2.18301 2.29384  -0.053
O: 2.73351 -2.41310 1.09521  0.441
H: 2.84399 1.19793 2.62644  0.426
H: 3.03633 0.09181 1.27073  0.269
H: 1.38461 0.35685 2.04757  -0.025
H: 4.76328 -1.31578 2.27266  0.392
H: 4.56599 -0.29870 3.71057  0.530
H: 4.51301 -2.14127 3.88136  0.259
H: 2.78084 -0.30936 5.08164  0.437
H: 1.12169 -0.35349 4.40930  0.182
H: 2.86336 -2.71176 5.48167  0.353
H: 1.30725 -2.07029 6.06734  0.447
H: 0.23340 -2.63866 3.97727  -0.147
H: 0.87930 -4.08607 4.73012  0.520
H: 2.77267 -5.33694 3.49533  0.479
H: 3.79847 -4.06023 4.05044  0.314
H: 3.66181 -4.46511 2.23294  0.287
H: 0.80486 -5.22655 2.72641  0.428
H: 1.33803 -4.59287 1.16635  0.337
H: -0.08005 -3.95799 1.82600  0.062
H: 3.63331 -2.82963 1.20616  0.248
O: 0.51603 -2.56850 -4.21592  -0.597
C: -0.82655 -2.21836 -4.19133  0.413
C: -1.01450 -0.83900 -4.86728  -0.077
O: -0.81439 -0.90523 -6.27469  -0.572
H: 0.94452 -2.47936 -3.33006  0.377
H: -1.43772 -2.94805 -4.73268  0.297
H: -1.17716 -2.01659 -3.17358  -0.436
H: -0.32521 -0.15356 -4.36791  0.065
H: -2.05720 -0.42670 -4.64017  0.240
H: -0.01725 -1.40268 -6.34510  0.352
C: 4.08826 -2.65290 -2.74704  -0.467
O: 4.37030 -2.82589 -1.37964  -0.590
H: 4.94443 -2.52302 -3.40678  0.387
H: 3.51781 -3.49442 -3.15371  0.216
H: 3.58009 -1.74271 -2.99305  0.117
H: 3.47642 -2.77132 -0.93269  0.366
C: -2.34066 -3.92150 -1.31304  -0.472
O: -1.05003 -4.18825 -0.77570  -0.349
H: -2.37053 -3.92165 -2.38556  0.302
H: -3.02398 -4.68818 -0.98666  0.324
H: -2.68267 -2.89349 -1.08154  -0.004
H: -0.53060 -4.88064 -1.26400  0.243
C: 1.39235 -1.11609 -1.32323  0.250
O: 1.42861 -2.54991 -1.52984  -0.635
H: 0.97701 -0.48128 -2.11850  0.184
H: 0.88520 -0.97207 -0.38869  -0.459
H: 2.45058 -0.79531 -1.18553  0.299
H: 0.58138 -2.88451 -1.21952  0.185